Entry 1:
Entry from the Open Molecules 2025 dataset: C22H64Cu3N2O13P as an isolated structure at a distorted geometry (ωB97M-V with the def2-TZVPD basis set).

Calculated values
orbital gap: 0.1687 Eh
total charge: 0
energy relative to the best compared isomer or geometry (same formula, charge and spin): 1356.6 kJ/mol

Geometry as XYZ:
```
105
C22H64Cu3N2O13P (ωB97M-V with the def2-TZVPD basis set)
Cu -1.2010 5.3365 12.5863
Cu -0.1779 0.4504 15.6454
Cu 1.3079 0.3936 9.3032
P -0.0235 1.9390 12.4867
O 0.1179 2.7453 13.7910
O 1.2066 2.2088 11.5470
O -1.2480 2.3985 11.6877
O -0.1146 0.4282 12.6451
C -4.0565 1.6989 7.9615
C -2.9869 0.5903 7.8887
O -1.8278 1.2931 8.2488
H -5.0505 1.2990 7.7610
H -3.9609 2.5022 7.2309
H -4.1378 2.2571 8.8941
H -3.0418 0.1417 6.8968
H -3.2166 -0.1551 8.6501
H -2.0864 1.7115 9.0732
C -0.1171 4.2325 18.9586
C 0.2467 5.3764 17.9134
O 1.3019 4.8906 17.1110
H 0.8055 4.1202 19.5280
H -0.2740 3.2627 18.4862
H -0.9573 4.6390 19.5216
H 0.5642 6.3201 18.3569
H -0.6203 5.5426 17.2740
H 0.9209 4.3251 16.4353
C -5.0343 -3.3959 12.5839
C -4.1762 -2.1647 12.3755
O -3.1968 -2.1726 13.3996
H -5.9156 -3.2981 11.9500
H -5.4689 -3.5321 13.5742
H -4.5051 -4.3233 12.3650
H -4.7227 -1.2218 12.3543
H -3.6858 -2.3206 11.4146
H -2.4667 -1.6703 13.0305
C 5.6684 1.8810 14.7377
C 5.1541 0.5582 14.0865
O 3.8145 0.5182 14.4444
H 6.6234 2.1447 14.2833
H 5.7546 1.7758 15.8192
H 5.0664 2.7630 14.5192
H 5.6630 -0.2505 14.6110
H 5.4375 0.5649 13.0340
H 3.3190 1.0353 13.8051
C 4.4293 2.8580 6.3706
C 3.8375 3.6043 7.5264
O 4.0682 2.6880 8.5633
H 5.5077 2.9950 6.4500
H 3.9620 3.2918 5.4866
H 4.1750 1.7992 6.4191
H 2.7484 3.6416 7.5008
H 4.2524 4.6123 7.5245
H 3.3542 2.7263 9.2038
C -4.7770 3.8533 16.8430
C -4.0186 3.8766 15.5131
O -4.5918 3.1008 14.4807
H -4.6258 2.8341 17.1984
H -5.8652 3.9074 16.8771
H -4.3831 4.5884 17.5448
H -3.0129 3.5072 15.7136
H -3.8703 4.8286 15.0034
H -3.8712 2.8496 13.8984
C 4.6061 7.4086 12.8036
C 3.8066 6.5557 11.8150
O 2.7102 6.1432 12.5305
H 5.6408 7.4516 12.4634
H 4.6113 6.9249 13.7803
H 4.2167 8.4037 13.0187
H 4.3495 5.6475 11.5531
H 3.4097 7.0548 10.9311
H 2.7368 5.1906 12.6462
C 3.5614 -4.8081 11.8612
C 2.1740 -4.2194 12.1220
C 1.6729 -4.5365 13.6680
O 2.0521 -5.8587 14.0383
C 1.9435 -6.1313 15.4152
N 2.2845 -2.7226 11.9454
H 3.8786 -4.7142 10.8227
H 3.5720 -5.8579 12.1544
H 4.1775 -4.3045 12.6061
H 1.4214 -4.7721 11.5596
H 0.6594 -4.2363 13.9339
H 2.3206 -3.8834 14.2529
H 2.5558 -5.4488 16.0046
H 2.2667 -7.1519 15.6199
H 0.9470 -6.0415 15.8476
H 1.4015 -2.3149 12.2176
H 2.9462 -2.3141 12.5899
C -0.6912 9.0250 9.1183
C -0.7428 7.8749 8.0795
C 0.4643 7.8205 7.1129
O 0.3303 8.8140 6.1291
C 1.0302 8.5879 4.8703
N -0.5219 6.6765 8.8845
H 0.1031 8.8930 9.8529
H -1.6799 9.1208 9.5671
H -0.4819 9.9499 8.5807
H -1.6775 7.9831 7.5292
H 0.4824 6.7881 6.7639
H 1.4059 8.0418 7.6154
H 2.1093 8.4877 4.9872
H 0.8793 9.5071 4.3041
H 0.5851 7.8395 4.2146
H -0.6420 5.8390 8.3329
H 0.4586 6.6604 9.1264
```

Mulliken atomic charge list, values in e, 4 entries: 0.80 0.78 0.80 0.20

***

Entry 2:
Entry from the Open Molecules 2025 dataset: one molecule with the formula C4H8ClNS2 at a distorted geometry (ωB97M-V with the def2-TZVPD basis set).

Calculated values
orbital gap: 0.3496 Eh
total charge: 0
energy relative to the best compared isomer or geometry (same formula, charge and spin): 40.1 kJ/mol
structure (SMILES): C=NSC[C@@H](Cl)CS

Geometry as XYZ:
```
16
C4H8ClNS2 (ωB97M-V with the def2-TZVPD basis set)
C -1.4954 1.1827 0.5599
C -1.4392 -0.1377 -0.2018
C -0.6736 -1.2511 0.3987
C 2.9563 -0.2995 -0.8032
H 0.8314 1.6325 0.3806
H -2.4166 1.7286 0.2851
H -1.4334 1.0752 1.6697
H -1.0419 0.0133 -1.2075
H -1.0914 -1.5866 1.3401
H -0.6076 -2.0863 -0.3345
H 3.6620 -0.6113 -0.0321
H 3.3178 0.0618 -1.7508
N 1.6819 -0.4662 -0.6971
S -0.2153 2.3326 -0.0105
S 1.0556 -0.8434 0.8186
Cl -3.0906 -0.7445 -0.4153
```

natural (NBO) atomic charge list, values in e, 4 entries: -0.55 -0.23 -0.54 -0.08

***

Entry 3:
Entry from the Open Molecules 2025 dataset: a 2-piece molecular cluster, C24H33Br2F3N5O3 overall at a distorted geometry (ωB97M-V with the def2-TZVPD basis set).

Calculated values
orbital gap: 0.0564 Eh
total charge: +1

Geometry as XYZ:
```
70
C24H33Br2F3N5O3 (ωB97M-V with the def2-TZVPD basis set)
C -0.4119 0.8584 2.7579
C -0.8179 0.7783 1.3175
C 0.2174 0.9786 0.2454
N -1.9674 0.4750 0.8700
N -3.1347 1.0365 1.5133
C -3.4867 2.1932 0.6834
C -3.9231 3.3885 1.5325
C -2.7918 4.0398 2.3219
F -1.5869 3.9560 1.6863
Br -2.6161 3.3368 4.1244
C -3.1131 5.5698 2.4900
F -2.3921 6.1108 3.4862
F -4.4028 5.7551 2.7621
Br -2.5785 6.5473 0.8891
C -4.1405 -0.0503 1.4406
C -5.6094 0.3348 1.5567
C -6.1202 0.7280 2.9733
O -5.0948 1.0698 3.8997
C -7.1629 1.8237 2.8775
N -8.4102 1.2619 2.3124
C -3.9455 -0.9308 0.1612
O -3.6760 -2.1282 0.3650
O -4.1007 -0.3754 -0.9401
H 0.2325 0.0149 3.0050
H 0.1359 1.7861 2.9383
H -1.3051 0.8705 3.3754
H 0.7914 0.0496 0.1049
H 0.8528 1.8431 0.4253
H -0.3138 1.1392 -0.6911
H -2.6098 2.5314 0.1369
H -4.2316 1.9511 -0.0743
H -4.2933 4.1422 0.8318
H -4.7236 3.1462 2.2248
H -3.9252 -0.7149 2.2785
H -6.1611 -0.5636 1.2770
H -5.9173 1.1046 0.8464
H -6.6495 -0.1467 3.3644
H -4.7911 0.2449 4.2854
H -6.8078 2.6018 2.1869
H -7.3431 2.3178 3.8303
H -8.2280 1.0906 1.3269
H -9.0860 2.0195 2.2872
C 0.6134 -2.3853 -2.1379
N 2.0806 -2.4323 -2.3501
C 2.8038 -1.3065 -2.1751
C 4.1678 -1.3165 -2.3214
C 4.8242 -2.5039 -2.6490
C 4.0468 -3.6480 -2.8446
C 2.6833 -3.5847 -2.6914
C 6.2922 -2.5621 -2.7619
C 7.0338 -3.4519 -1.9812
C 8.3971 -3.5243 -2.1282
N 9.0363 -2.7484 -3.0227
C 8.3503 -1.8649 -3.7749
C 6.9891 -1.7508 -3.6625
C 10.4993 -2.8641 -3.2073
H 0.1942 -1.6280 -2.7950
H 0.4369 -2.1297 -1.0942
H 0.1807 -3.3537 -2.3622
H 2.2597 -0.4117 -1.9035
H 4.7152 -0.3990 -2.1554
H 4.4971 -4.5914 -3.1203
H 2.0509 -4.4489 -2.8304
H 6.5536 -4.0890 -1.2517
H 9.0002 -4.2024 -1.5430
H 8.9239 -1.2688 -4.4701
H 6.4712 -1.0435 -4.2952
H 10.9506 -1.8901 -3.0372
H 10.6922 -3.2033 -4.2221
H 10.8950 -3.5826 -2.4981
```

natural (NBO) atomic charge list, values in e, 4 entries: -0.70 0.32 -0.66 -0.28

***

Entry 4:
Entry from the Open Molecules 2025 dataset: one molecule with the formula C3H8O2S at a distorted geometry (ωB97M-V with the def2-TZVPD basis set).

Calculated values
orbital gap: 0.3523 Eh
total charge: 0
energy relative to the best compared isomer or geometry (same formula, charge and spin): 412.6 kJ/mol
structure (SMILES): C=[S@@](C)(=O)OC

Geometry as XYZ:
```
14
C3H8O2S (ωB97M-V with the def2-TZVPD basis set)
C -0.9601 -2.0731 0.6959
C 1.0093 1.5505 1.0973
C -0.6395 -0.2620 -1.3742
O -1.5949 0.4355 0.9054
O 1.0114 0.1250 0.7633
S -0.6007 -0.4736 0.4570
H -1.2761 -2.2893 1.7587
H -0.2018 -2.7061 0.2890
H 1.0657 2.1496 0.1838
H 2.0287 1.8281 1.6559
H 0.1286 1.8796 1.7446
H -1.6480 -0.1572 -1.9003
H 0.0172 0.6428 -1.6226
H -0.2460 -1.1548 -1.8424
```

natural (NBO) atomic charge list, values in e, 4 entries: -1.00 -0.29 -0.85 -0.93

***

Entry 5:
Entry from the Open Molecules 2025 dataset: one molecule with the formula C4H5N2P at a distorted geometry (ωB97M-V with the def2-TZVPD basis set).

Calculated values
orbital gap: 0.3162 Eh
total charge: 0
energy relative to the best compared isomer or geometry (same formula, charge and spin): 124.8 kJ/mol
structure (SMILES): C1=CN2P[C@H]2C=N1

Geometry as XYZ:
```
12
C4H5N2P (ωB97M-V with the def2-TZVPD basis set)
C 0.5454 -1.3572 -0.0486
C -0.6306 -0.7364 0.5543
C 1.4352 0.6874 -0.5596
C 0.3936 1.3673 -0.0560
N 1.4660 -0.6897 -0.6213
N -0.7255 0.7216 0.4522
P -1.8834 -0.0557 -0.6088
H 0.6286 -2.4375 -0.0400
H -1.0194 -1.1584 1.4790
H 2.3276 1.1739 -0.9202
H 0.3675 2.4441 0.0199
H -2.9050 0.0406 0.3493
```

natural (NBO) atomic charge list, values in e, 4 entries: 0.11 -0.35 -0.10 -0.01

***

Entry 6:
Entry from the Open Molecules 2025 dataset: a 2-piece molecular cluster, C3H7N2 overall at a distorted geometry (ωB97M-V with the def2-TZVPD basis set).

Calculated values
orbital gap (spin up / spin down): 0.4115 / 0.1885 Eh
total charge: +1
energy relative to the best compared isomer or geometry (same formula, charge and spin): 642.2 kJ/mol

Geometry as XYZ:
```
12
C3H7N2 (ωB97M-V with the def2-TZVPD basis set)
C 0.5561 -0.2613 -0.8210
C 0.2870 -1.6084 -1.0481
C -1.3297 0.6223 1.8029
N 1.5004 1.8798 -0.5123
N 1.1261 0.7546 -0.8312
H -0.8005 -1.5511 -1.2998
H 0.9002 -2.1787 -1.8948
H 0.3608 -2.1160 -0.0379
H -1.3452 -0.0467 2.6078
H -1.2050 1.5282 2.2871
H -1.9376 0.4382 0.9137
H 1.8875 2.5391 -1.1664
```

natural (NBO) atomic charge list, values in e, 4 entries: 0.61 -0.78 -0.49 -0.14

***

Question: Which formula does entry 5 have?
Answer: C4H5N2P

***

Question: Look up the total charge of the third one.
Answer: +1